Density functional theory data (ωB97M-V/def2-TZVPD) for a 10-piece molecular cluster, C28H78N2O20 overall.

Each atom is followed by the atoms it is bonded to, with distances in Å.
Atoms and positions in Å:
1 C -2.275 -4.289 -11.188  O2 1.458, H10 1.090, H11 1.090, H12 1.090
2 O -1.725 -4.115 -9.849  C1 1.458, C3 1.362
3 C -0.903 -3.029 -9.825  O2 1.362, C4 1.556, H13 1.090, H14 1.090
4 C -0.627 -2.733 -8.323  C3 1.556, N5 1.426, H15 1.090, H16 1.090
5 N -0.189 -1.384 -8.182  C4 1.426, C6 1.429, H17 1.010
6 C 0.665 -1.298 -7.038  N5 1.429, C7 1.558, H18 1.090, H19 1.090
7 C 1.700 -0.135 -7.084  C6 1.558, O8 1.384, H20 1.090, H21 1.090
8 O 2.490 -0.329 -8.203  C7 1.384, C9 1.401
9 C 3.619 -1.120 -7.955  O8 1.401, H22 1.090, H23 1.090, H24 1.090
10 H -1.423 -4.402 -11.858  C1 1.090
11 H -2.740 -3.380 -11.569  C1 1.090
12 H -2.943 -5.117 -11.429  C1 1.090
13 H -1.222 -2.149 -10.384  C3 1.090
14 H 0.036 -3.407 -10.230  C3 1.090
15 H 0.115 -3.444 -7.960  C4 1.090
16 H -1.512 -2.715 -7.687  C4 1.090
17 H 0.529 -1.116 -8.840  N5 1.010
18 H 1.214 -2.218 -6.835  C6 1.090
19 H 0.025 -1.113 -6.175  C6 1.090
20 H 2.201 -0.072 -6.118  C7 1.090
21 H 1.145 0.792 -7.227  C7 1.090
22 H 4.214 -1.066 -8.867  C9 1.090
23 H 3.335 -2.158 -7.784  C9 1.090
24 H 4.305 -0.696 -7.221  C9 1.090
25 C 0.694 6.505 7.114  O26 1.374, H34 1.090, H35 1.090, H36 1.090
26 O 1.105 5.322 7.677  C25 1.374, C27 1.373
27 C 0.054 4.465 7.895  O26 1.373, C28 1.587, H37 1.090, H38 1.090
28 C 0.543 3.300 8.855  C27 1.587, N29 1.401, H39 1.090, H40 1.090
29 N 1.294 2.415 8.072  C28 1.401, C30 1.490, H41 1.010
30 C 1.922 1.297 8.830  N29 1.490, C31 1.544, H42 1.090, H43 1.090
31 C 3.327 0.941 8.298  C30 1.544, O32 1.398, H44 1.090, H45 1.090
32 O 3.253 0.481 6.980  C31 1.398, C33 1.456
33 C 2.546 -0.774 6.772  O32 1.456, H46 1.090, H47 1.090, H48 1.090
34 H 1.575 7.032 6.747  C25 1.090
35 H 0.064 7.080 7.793  C25 1.090
36 H 0.197 6.392 6.151  C25 1.090
37 H -0.453 4.076 7.012  C27 1.090
38 H -0.716 4.961 8.485  C27 1.090
39 H -0.305 2.734 9.241  C28 1.090
40 H 1.032 3.664 9.759  C28 1.090
41 H 1.899 2.743 7.332  N29 1.010
42 H 1.289 0.413 8.765  C30 1.090
43 H 2.070 1.617 9.862  C30 1.090
44 H 3.855 0.396 9.081  C31 1.090
45 H 3.930 1.847 8.247  C31 1.090
46 H 3.005 -1.373 5.985  C33 1.090
47 H 1.461 -0.858 6.705  C33 1.090
48 H 2.789 -1.436 7.604  C33 1.090
49 O -0.398 -8.306 -0.585  C50 1.414, H53 0.960
50 C 0.423 -7.257 -1.059  O49 1.414, C51 1.563, H54 1.090, H55 1.090
51 C -0.162 -6.441 -2.257  C50 1.563, O52 1.479, H56 1.090, H57 1.090
52 O -0.330 -7.219 -3.503  C51 1.479, H58 0.960
53 H -0.051 -9.076 -1.041  O49 0.960
54 H 0.542 -6.589 -0.206  C50 1.090
55 H 1.440 -7.600 -1.248  C50 1.090
56 H 0.384 -5.523 -2.480  C51 1.090
57 H -1.202 -6.272 -1.978  C51 1.090
58 H -0.747 -8.028 -3.197  O52 0.960
59 O -3.148 0.836 1.141  C60 1.369, H63 0.960
60 C -1.891 1.169 1.571  O59 1.369, C61 1.525, H64 1.090, H65 1.090
61 C -0.999 1.399 0.356  C60 1.525, O62 1.363, H66 1.090, H67 1.090
62 O -0.816 0.164 -0.193  C61 1.363, H68 0.960
63 H -3.128 0.364 0.305  O59 0.960
64 H -1.991 2.106 2.119  C60 1.090
65 H -1.346 0.445 2.177  C60 1.090
66 H -0.009 1.763 0.628  C61 1.090
67 H -1.397 2.007 -0.457  C61 1.090
68 H -0.101 -0.258 0.288  O62 0.960
69 O 6.818 -3.983 -1.378  C70 1.427, H73 0.960
70 C 5.889 -3.690 -0.335  O69 1.427, C71 1.579, H74 1.090, H75 1.090
71 C 5.071 -2.371 -0.621  C70 1.579, O72 1.493, H76 1.090, H77 1.090
72 O 4.195 -2.160 0.571  C71 1.493, H78 0.960
73 H 6.541 -4.653 -2.007  O69 0.960
74 H 5.336 -4.609 -0.137  C70 1.090
75 H 6.592 -3.414 0.451  C70 1.090
76 H 4.337 -2.476 -1.420  C71 1.090
77 H 5.762 -1.561 -0.856  C71 1.090
78 H 4.786 -1.805 1.239  O72 0.960
79 O -7.298 0.790 5.641  C80 1.436, H83 0.960
80 C -6.632 0.246 6.790  O79 1.436, C81 1.507, H84 1.090, H85 1.090
81 C -7.481 -0.525 7.767  C80 1.507, O82 1.392, H86 1.090, H87 1.090
82 O -8.284 0.260 8.589  C81 1.392, H88 0.960
83 H -6.801 0.502 4.872  O79 0.960
84 H -5.924 -0.423 6.301  C80 1.090
85 H -6.058 0.980 7.355  C80 1.090
86 H -6.930 -1.199 8.424  C81 1.090
87 H -8.244 -1.068 7.210  C81 1.090
88 H -9.107 0.560 8.196  O82 0.960
89 O -7.853 -4.403 2.338  C90 1.339, H93 0.960
90 C -6.708 -4.940 1.901  O89 1.339, C91 1.526, H94 1.090, H95 1.090
91 C -6.914 -5.583 0.532  C90 1.526, O92 1.445, H96 1.090, H97 1.090
92 O -6.843 -4.638 -0.558  C91 1.445, H98 0.960
93 H -7.936 -3.559 1.887  O89 0.960
94 H -5.849 -4.278 2.007  C90 1.090
95 H -6.603 -5.761 2.611  C90 1.090
96 H -7.879 -6.055 0.717  C91 1.090
97 H -6.146 -6.312 0.275  C91 1.090
98 H -6.770 -5.188 -1.341  O92 0.960
99 O -6.374 3.578 -4.613  C100 1.410, H103 0.960
100 C -6.929 2.368 -5.077  O99 1.410, C101 1.541, H104 1.090, H105 1.090
101 C -6.028 1.142 -4.834  C100 1.541, O102 1.437, H106 1.090, H107 1.090
102 O -6.311 0.623 -3.524  C101 1.437, H108 0.960
103 H -6.018 3.292 -3.768  O99 0.960
104 H -7.882 2.248 -4.561  C100 1.090
105 H -7.189 2.434 -6.133  C100 1.090
106 H -4.966 1.279 -5.039  C101 1.090
107 H -6.301 0.459 -5.638  C101 1.090
108 H -5.848 -0.216 -3.473  O102 0.960
109 O 7.790 6.629 -2.824  C110 1.377, H113 0.960
110 C 6.851 6.788 -3.819  O109 1.377, C111 1.546, H114 1.090, H115 1.090
111 C 5.865 5.596 -3.822  C110 1.546, O112 1.439, H116 1.090, H117 1.090
112 O 4.820 5.515 -2.836  C111 1.439, H118 0.960
113 H 7.598 7.257 -2.123  O109 0.960
114 H 6.407 7.750 -3.565  C110 1.090
115 H 7.312 6.940 -4.795  C110 1.090
116 H 6.329 4.611 -3.780  C111 1.090
117 H 5.337 5.606 -4.776  C111 1.090
118 H 5.205 5.134 -2.044  O112 0.960
119 O 4.892 5.142 4.509  C120 1.408, H123 0.960
120 C 5.392 5.797 3.368  O119 1.408, C121 1.499, H124 1.090, H125 1.090
121 C 6.285 4.884 2.581  C120 1.499, O122 1.444, H126 1.090, H127 1.090
122 O 5.481 3.743 2.216  C121 1.444, H128 0.960
123 H 4.421 5.729 5.105  O119 0.960
124 H 4.630 6.283 2.759  C120 1.090
125 H 5.946 6.670 3.713  C120 1.090
126 H 7.118 4.713 3.263  C121 1.090
127 H 6.615 5.407 1.683  C121 1.090
128 H 4.951 3.688 3.015  O122 0.960

Properties
- highest occupied orbital energy (eV) = -8.343
- spin multiplicity = 1
- SMILES = COCCNCCOC.COCCNCCOC.OCCO.OCCO.OCCO.OCCO.OCCO.OCCO.OCCO.OCCO
- HOMO-LUMO gap (eV) = 8.417
- energy relative to the best compared isomer or geometry (same formula, charge and spin) (kcal/mol) = 143.4
- maximum force (eV/Å) = 4.16


Density functional theory data (ωB97M-V/def2-TZVPD) for a 11-piece molecular cluster, C28H78O14Si overall.

Each atom is followed by the atoms it is bonded to, with distances in Å.
Atoms and positions in Å:
1 C 2.362 -2.207 1.299  C2 1.545, H24 1.089, H25 1.085, H26 1.096
2 C 3.498 -1.631 0.426  C1 1.545, C3 1.547, H27 1.093, H28 1.089
3 C 4.310 -0.470 1.048  C2 1.547, C4 1.531, H29 1.092, H30 1.087
4 C 3.540 0.453 1.995  C3 1.531, C5 1.545, H31 1.092, H32 1.087
5 C 2.709 1.526 1.257  C4 1.545, C6 1.555, H33 1.090, H34 1.090
6 C 1.180 1.256 1.343  C5 1.555, C7 1.537, H35 1.087, H36 1.089
7 C 0.441 2.130 2.370  C6 1.537, C8 1.538, H37 1.088, H38 1.091
8 C -0.265 3.355 1.763  C7 1.538, C9 1.547, H39 1.091, H40 1.089
9 C 0.651 4.548 1.402  C8 1.547, C10 1.543, H41 1.085, H42 1.093
10 C 1.088 4.630 -0.075  C9 1.543, C11 1.558, H43 1.092, H44 1.087
11 C -0.041 4.407 -1.125  C10 1.558, C12 1.509, H45 1.100, H46 1.087
12 C 0.071 2.976 -1.590  C11 1.509, O13 1.467, H47 1.090, H48 1.089
13 O -0.488 2.797 -2.935  C12 1.467, C14 1.340
14 C -0.535 1.471 -3.118  O13 1.340, O15 1.161, O16 1.331
15 O 0.385 0.891 -3.526  C14 1.161
16 O -1.657 0.843 -2.775  C14 1.331, C17 1.435
17 C -1.386 -0.161 -1.786  O16 1.435, C18 1.528, H49 1.090, H50 1.086
18 C -2.452 -0.121 -0.692  C17 1.528, O19 1.411, H51 1.094, H52 1.091
19 O -2.688 -1.414 -0.179  C18 1.411, Si20 1.687
20 Si -2.287 -1.613 1.447  O19 1.687, C21 1.884, C22 1.895, C23 1.892
21 C -3.021 -3.233 2.066  Si20 1.884, H53 1.087, H54 1.087, H55 1.087
22 C -0.397 -1.698 1.566  Si20 1.895, H56 1.091, H57 1.088, H58 1.089
23 C -2.926 -0.244 2.586  Si20 1.892, H59 1.087, H60 1.088, H61 1.090
24 H 1.444 -1.676 1.055  C1 1.089
25 H 2.594 -2.140 2.356  C1 1.085
26 H 2.220 -3.263 1.041  C1 1.096
27 H 4.204 -2.451 0.269  C2 1.093
28 H 3.110 -1.400 -0.565  C2 1.089
29 H 4.650 0.156 0.221  C3 1.092
30 H 5.219 -0.840 1.516  C3 1.087
31 H 4.291 1.009 2.560  C4 1.092
32 H 2.933 -0.059 2.737  C4 1.087
33 H 2.872 2.466 1.785  C5 1.090
34 H 3.059 1.690 0.238  C5 1.090
35 H 0.738 1.314 0.352  C6 1.087
36 H 1.087 0.233 1.702  C6 1.089
37 H 1.096 2.454 3.175  C7 1.088
38 H -0.345 1.500 2.791  C7 1.091
39 H -0.947 3.719 2.533  C8 1.091
40 H -0.897 3.017 0.943  C8 1.089
41 H 0.211 5.472 1.763  C9 1.085
42 H 1.568 4.424 1.984  C9 1.093
43 H 1.468 5.641 -0.231  C10 1.092
44 H 1.930 3.977 -0.291  C10 1.087
45 H -1.032 4.585 -0.681  C11 1.100
46 H 0.076 5.118 -1.938  C11 1.087
47 H 1.120 2.686 -1.650  C12 1.090
48 H -0.457 2.277 -0.943  C12 1.089
49 H -0.427 0.024 -1.303  C17 1.090
50 H -1.358 -1.143 -2.251  C17 1.086
51 H -2.137 0.608 0.060  C18 1.094
52 H -3.374 0.222 -1.164  C18 1.091
53 H -4.055 -3.024 2.329  C21 1.087
54 H -2.937 -4.022 1.322  C21 1.087
55 H -2.532 -3.522 2.993  C21 1.087
56 H 0.014 -1.323 0.627  C22 1.091
57 H 0.001 -1.139 2.410  C22 1.088
58 H -0.058 -2.727 1.678  C22 1.089
59 H -3.154 0.684 2.066  C23 1.087
60 H -3.802 -0.632 3.102  C23 1.088
61 H -2.196 -0.033 3.367  C23 1.090
62 C 0.765 -4.094 -1.662  O63 1.423, H64 1.088, H65 1.093, H66 1.093
63 O 1.384 -4.815 -0.603  C62 1.423, H67 0.964
64 H 0.419 -3.136 -1.278  C62 1.088
65 H 1.484 -3.918 -2.467  C62 1.093
66 H -0.090 -4.656 -2.047  C62 1.093
67 H 1.683 -5.655 -0.969  O63 0.964
68 C -4.312 -4.861 5.647  O69 1.428, H70 1.087, H71 1.093, H72 1.093
69 O -4.686 -4.544 4.305  C68 1.428, H73 0.963
70 H -3.231 -4.780 5.731  C68 1.087
71 H -4.780 -4.164 6.346  C68 1.093
72 H -4.616 -5.882 5.888  C68 1.093
73 H -5.644 -4.621 4.246  O69 0.963
74 C -2.107 -6.646 3.520  O75 1.431, H76 1.086, H77 1.092, H78 1.093
75 O -1.313 -6.476 4.699  C74 1.431, H79 0.964
76 H -3.028 -6.085 3.646  C74 1.086
77 H -1.570 -6.265 2.648  C74 1.092
78 H -2.344 -7.703 3.376  C74 1.093
79 H -0.499 -6.974 4.569  O75 0.964
80 C -4.040 5.680 -1.212  O81 1.428, H82 1.087, H83 1.093, H84 1.089
81 O -3.139 5.544 -0.112  C80 1.428, H85 0.963
82 H -4.520 4.720 -1.386  C80 1.087
83 H -4.804 6.428 -0.982  C80 1.093
84 H -3.497 5.976 -2.108  C80 1.089
85 H -2.728 6.404 0.023  O81 0.963
86 C 3.349 1.595 -3.992  O87 1.430, H88 1.089, H89 1.088, H90 1.093
87 O 3.918 2.861 -4.335  C86 1.430, H91 0.963
88 H 4.053 1.070 -3.348  C86 1.089
89 H 2.409 1.736 -3.464  C86 1.088
90 H 3.176 1.004 -4.895  C86 1.093
91 H 3.285 3.312 -4.904  O87 0.963
92 C -1.634 -10.177 5.454  O93 1.421, H94 1.087, H95 1.094, H96 1.094
93 O -1.579 -9.141 6.426  C92 1.421, H97 0.964
94 H -2.096 -11.048 5.911  C92 1.087
95 H -2.234 -9.864 4.595  C92 1.094
96 H -0.627 -10.442 5.118  C92 1.094
97 H -1.171 -8.375 6.009  O93 0.964
98 C -5.518 4.729 -4.609  O99 1.424, H100 1.087, H101 1.093, H102 1.093
99 O -4.385 5.553 -4.353  C98 1.424, H103 0.963
100 H -6.405 5.257 -4.267  C98 1.087
101 H -5.612 4.529 -5.679  C98 1.093
102 H -5.433 3.783 -4.067  C98 1.093
103 H -3.607 5.074 -4.659  O99 0.963
104 C 4.248 -4.607 -3.657  O105 1.425, H106 1.087, H107 1.093, H108 1.093
105 O 4.165 -5.233 -2.380  C104 1.425, H109 0.964
106 H 4.069 -5.364 -4.417  C104 1.087
107 H 3.492 -3.822 -3.748  C104 1.093
108 H 5.240 -4.176 -3.807  C104 1.093
109 H 4.323 -4.552 -1.716  O105 0.964
110 C -0.796 8.577 -0.088  O111 1.421, H112 1.089, H113 1.093, H114 1.093
111 O -0.905 7.996 1.204  C110 1.421, H115 0.963
112 H -0.902 7.784 -0.826  C110 1.089
113 H -1.588 9.316 -0.234  C110 1.093
114 H 0.180 9.052 -0.210  C110 1.093
115 H -0.806 8.704 1.848  O111 0.963
116 C 5.920 2.061 -6.912  O117 1.427, H118 1.086, H119 1.091, H120 1.094
117 O 6.866 2.150 -7.977  C116 1.427, H121 0.962
118 H 6.336 1.427 -6.134  C116 1.086
119 H 5.720 3.050 -6.498  C116 1.091
120 H 4.988 1.618 -7.275  C116 1.094
121 H 6.484 2.713 -8.657  O117 0.962

Properties
- highest occupied orbital energy (eV) = -9.556
- spin multiplicity = 1
- SMILES = CCCCCCCCCCCCOC(=O)OCCO[Si](C)(C)C.CO.CO.CO.CO.CO.CO.CO.CO.CO.CO
- HOMO-LUMO gap (eV) = 10.052
- maximum force (eV/Å) = 3.97